{
  "formula": "C26H42O27",
  "method": "wB97M-V/def2-TZVPD",
  "spin_multiplicity": 2,
  "homo_ev": [-12.475, -12.475],
  "total_charge": 1,
  "lumo_ev": [-4.55, -10.18],
  "s2": 0.755,
  "gap_ha": [0.291, 0.084],
  "species": ["C", "C", "O", "C", "O", "O", "H", "H", "H", "H", "C", "C", "O", "C", "O", "O", "H", "H", "H", "H", "C", "C", "O", "C", "O", "O", "H", "H", "H", "H", "C", "C", "O", "C", "O", "O", "H", "H", "H", "H", "C", "C", "O", "C", "O", "O", "H", "H", "H", "H", "C", "C", "O", "C", "O", "O", "H", "H", "H", "H", "C", "C", "O", "C", "O", "O", "H", "H", "H", "H", "C", "C", "O", "C", "O", "O", "H", "H", "H", "H", "O", "H", "H", "O", "H", "H", "C", "C", "O", "H", "H", "H", "H", "H", "H"],
  "positions_angstrom": [[-1.18196, -0.79237, 4.31217], [-0.84114, 0.34448, 5.17795], [-2.02868, 0.80263, 5.69157], [-2.98921, 0.40132, 4.86559], [-4.16716, 0.75701, 4.90946], [-2.43658, -0.38503, 3.89797], [-1.17367, -1.78121, 4.77067], [-0.52289, -0.82364, 3.44455], [-0.28873, 1.09828, 4.61695], [-0.23930, -0.05161, 5.99588], [0.80057, 0.71257, -0.34071], [0.92841, 0.33374, 1.09699], [0.02315, -0.78295, 1.09041], [-0.90331, -0.63209, 0.13618], [-1.92797, -1.29907, 0.00182], [-0.48120, 0.26149, -0.69572], [1.65469, 0.24022, -0.82596], [0.86396, 1.79862, -0.40837], [0.80536, 1.22163, 1.71715], [1.93613, 0.02221, 1.37182], [4.74375, 0.46347, 4.55808], [3.32204, 0.74446, 4.00709], [2.51320, -0.09341, 4.75275], [3.16347, -0.67208, 5.76823], [2.69055, -1.39231, 6.60322], [4.46361, -0.30539, 5.70137], [5.08211, 1.47785, 4.76938], [5.40982, -0.08226, 3.88977], [3.23742, 0.55004, 2.93792], [3.12698, 1.80771, 4.14694], [-1.28028, -2.59928, -3.25635], [-0.27558, -1.49325, -3.76236], [-0.37511, -1.64887, -5.18764], [-1.53033, -2.30693, -5.44208], [-1.92747, -2.40073, -6.62767], [-1.98474, -2.97403, -4.41421], [-1.97288, -2.11248, -2.56974], [-0.66078, -3.31266, -2.71284], [0.74865, -1.70115, -3.45278], [-0.49965, -0.47982, -3.42941], [0.01348, 2.27874, -4.36457], [-0.85649, 2.86121, -3.32883], [-2.02124, 3.17745, -4.05391], [-1.89709, 3.13817, -5.36262], [-2.67829, 3.55330, -6.20937], [-0.58893, 2.80264, -5.56662], [-0.04167, 1.19123, -4.31596], [1.02980, 2.66366, -4.28073], [-0.43735, 3.81829, -3.01828], [-1.00728, 2.23842, -2.44708], [-4.73591, 0.83606, 0.28163], [-5.14173, 1.90621, -0.70905], [-3.84495, 2.43553, -1.01270], [-3.01942, 2.24063, 0.05449], [-2.01199, 2.93901, 0.37202], [-3.52349, 1.28724, 0.80343], [-4.60752, -0.11838, -0.22894], [-5.48538, 0.72720, 1.06557], [-5.74368, 2.64641, -0.18192], [-5.56566, 1.57778, -1.65800], [-4.62317, -3.62743, -0.05764], [-5.71754, -2.57531, -0.06296], [-6.85057, -3.32570, 0.48066], [-6.60581, -4.65616, 0.64541], [-7.49879, -5.41326, 0.95876], [-5.31513, -4.84796, 0.28699], [-3.80865, -3.33703, 0.60594], [-4.28278, -3.64340, -1.09300], [-5.87209, -2.20114, -1.07500], [-5.35598, -1.76215, 0.56644], [5.91559, 1.55271, -3.55849], [5.50957, 1.09101, -4.91698], [4.15680, 0.68672, -4.74301], [3.93341, 0.50213, -3.42101], [2.90147, 0.06013, -2.92887], [5.03216, 0.86141, -2.73614], [5.66798, 2.60893, -3.45265], [6.92586, 1.27165, -3.26110], [6.06886, 0.22970, -5.28228], [5.61610, 1.80653, -5.73232], [3.20003, 3.53080, 0.88706], [2.51244, 3.43389, 1.54590], [3.83903, 2.85243, 1.10551], [1.54888, 3.73526, 2.92877], [1.16727, 3.40581, 3.74245], [1.71820, 4.66151, 3.10089], [3.08690, -2.28303, 2.30230], [2.98331, -3.09502, 1.02704], [2.75823, -2.18831, -0.04036], [3.14834, -2.97794, 3.13981], [2.20212, -1.68952, 2.53255], [3.92507, -1.58631, 2.31379], [2.13000, -3.75814, 1.16929], [3.89864, -3.62629, 0.76626], [2.42376, -2.81240, -0.68863]],
  "forces_ev_per_a": [[1.109, -0.587, -1.189], [3.250, -0.732, 1.494], [-1.221, 0.672, 0.688], [-3.635, 1.171, -0.842], [3.322, -1.231, -0.163], [-2.589, -0.159, -0.528], [-0.296, 0.052, 0.268], [-0.069, -0.183, 0.014], [-0.155, 0.350, 0.137], [0.320, 0.591, 0.118], [2.086, 1.529, 0.513], [0.863, 0.103, -0.295], [-0.612, -0.282, 2.194], [-1.452, -2.339, 0.821], [1.960, 1.149, 0.195], [-0.404, 1.230, -2.571], [-0.637, -0.167, -1.006], [-0.190, -0.095, -0.544], [-1.522, -0.443, 0.683], [-0.248, -0.623, -0.441], [-1.011, 0.768, -0.755], [1.536, 0.490, -0.914], [-2.027, -0.354, -0.122], [0.502, -0.616, 1.104], [0.364, 0.910, -1.169], [0.472, -0.309, 0.854], [0.928, -0.502, 0.557], [-0.031, 0.082, 0.082], [-0.136, -0.254, 0.093], [-0.591, -0.104, 0.262], [1.842, 3.020, 2.055], [-0.277, -0.723, 1.392], [-2.417, -0.366, -1.827], [3.794, -0.269, 3.198], [-0.666, 0.098, -0.543], [-1.048, -0.172, -2.635], [-0.155, -0.418, 0.063], [-0.803, -0.998, -0.703], [0.069, -0.001, -0.407], [-0.320, -0.133, -0.339], [0.122, 0.142, -0.899], [0.325, 1.410, 0.704], [-3.071, -0.292, 1.693], [0.400, 2.073, -1.623], [1.863, -1.746, 2.213], [0.666, -1.083, -1.360], [0.335, -0.013, -0.597], [-0.004, -0.432, -0.276], [-0.072, 0.020, 0.374], [-0.522, 0.052, -0.176], [-1.610, -1.081, -0.603], [0.697, -0.012, 0.262], [1.157, 1.057, -0.056], [2.458, 3.487, 0.748], [-3.545, -3.092, -1.843], [0.774, -0.382, 1.260], [0.326, -0.011, 0.154], [0.300, -0.081, 0.167], [-0.053, 0.293, -0.462], [-0.211, -0.024, 0.364], [-0.745, 0.071, -0.648], [-0.131, -1.063, 1.034], [0.009, 1.799, -0.265], [-1.477, 0.869, -0.564], [2.729, 0.890, -0.483], [0.897, -1.028, 0.258], [-0.090, -0.699, 0.191], [0.472, -0.861, 0.152], [-0.717, -0.103, 0.124], [-0.958, -0.041, 0.298], [0.497, 0.820, -0.301], [0.833, -0.660, -1.639], [-0.896, 0.012, 0.519], [-1.097, -0.636, 0.403], [1.890, 0.824, -1.097], [-1.615, -1.105, 1.412], [0.600, 0.196, 0.164], [-0.049, 0.424, -0.162], [0.064, -0.275, 0.322], [-0.420, 0.336, 0.341], [0.366, -0.117, -0.776], [-0.331, 0.017, 0.396], [0.269, -0.067, -0.029], [-0.199, -0.191, 0.273], [-0.235, -0.136, 0.184], [0.062, 0.405, -0.043], [0.133, -0.331, 0.552], [0.147, 1.042, 0.995], [-0.696, -0.328, -0.578], [0.398, 0.057, 0.152], [-0.243, -0.190, -0.419], [0.249, -0.225, -0.082], [0.053, -0.329, -0.278], [-0.002, -0.394, 0.563], [-0.007, 0.578, -0.805]],
  "lowdin_charge": [-0.15, -0.17, 0.11, -0.51, 0.13, 0.07, 0.15, 0.12, 0.13, 0.14, -0.12, -0.11, 0.07, -0.57, 0.11, 0.08, 0.11, 0.14, 0.13, 0.10, -0.10, -0.15, 0.05, -0.55, 0.17, 0.08, 0.13, 0.13, 0.10, 0.12, -0.04, -0.04, 0.15, -0.35, 0.49, 0.18, 0.13, 0.16, 0.14, 0.11, -0.11, -0.13, 0.08, -0.54, 0.14, 0.06, 0.10, 0.14, 0.15, 0.12, -0.13, -0.08, 0.05, -0.51, 0.08, 0.08, 0.10, 0.15, 0.14, 0.14, -0.11, -0.11, 0.05, -0.52, 0.16, 0.06, 0.12, 0.11, 0.12, 0.10, -0.13, -0.12, 0.07, -0.52, 0.10, 0.07, 0.14, 0.15, 0.14, 0.14, -0.06, -0.05, 0.02, -0.04, 0.05, 0.07, -0.08, -0.29, -0.08, 0.09, 0.05, 0.07, 0.12, 0.12, 0.08]
}

---

{
  "formula": "C15H19Cl4O3PSV",
  "method": "wB97M-V/def2-TZVPD",
  "spin_multiplicity": 2,
  "homo_ev": [-7.116, -6.856],
  "total_charge": 0,
  "lumo_ev": [0.54, 0.52],
  "de_lowest_kcal_mol": 5.2,
  "s2": 0.820,
  "gap_ha": [0.281, 0.271],
  "species": ["V", "C", "C", "C", "C", "C", "H", "H", "H", "H", "H", "Cl", "C", "Cl", "H", "H", "Cl", "C", "C", "C", "C", "C", "Cl", "C", "S", "H", "H", "H", "C", "O", "P", "O", "C", "O", "C", "H", "H", "H", "H", "H", "H", "H", "H", "H"],
  "positions_angstrom": [[-0.44726, 0.53767, -0.46985], [-1.48108, 2.45260, -1.05813], [-1.15822, 1.70022, -2.21081], [-1.92475, 0.49835, -2.17688], [-2.71180, 0.52110, -1.01254], [-2.42580, 1.70615, -0.30754], [-1.12830, 3.44286, -0.81932], [-0.47006, 1.98137, -2.99054], [-1.90622, -0.28639, -2.91517], [-3.39009, -0.25450, -0.69177], [-2.87720, 2.01639, 0.62215], [4.09907, 0.72708, 0.37447], [3.72397, 2.10352, -0.64899], [1.98724, 2.48659, -0.68894], [4.02283, 1.87434, -1.66411], [4.23467, 2.97725, -0.26518], [-0.37193, -1.79656, 0.37057], [0.06592, -2.79222, -1.01747], [-0.27989, -4.12610, -0.98057], [0.09173, -4.92982, -2.04857], [0.80260, -4.37678, -3.10117], [1.13555, -3.03208, -3.09285], [2.03694, -2.41160, -4.43948], [0.77426, -2.16809, -2.04654], [1.16419, -0.47361, -2.03455], [-0.82783, -4.52358, -0.13729], [-0.17058, -5.97870, -2.06029], [1.10674, -4.98213, -3.94385], [1.81149, -0.28674, 3.02780], [1.20514, 0.94347, 2.61167], [-0.25066, 1.03396, 1.94152], [-0.74315, 2.47177, 2.47691], [-0.04189, 3.66291, 2.11368], [-1.07716, 0.10379, 2.96895], [-2.45700, -0.18475, 2.73668], [2.42913, -0.05926, 3.89295], [2.43174, -0.67699, 2.22200], [1.05413, -1.01699, 3.30533], [-0.65213, 4.49999, 2.44263], [0.10799, 3.71967, 1.03578], [0.92677, 3.69629, 2.61232], [-2.70505, -1.06165, 3.32963], [-2.63980, -0.39573, 1.68360], [-3.07423, 0.65686, 3.05373]],
  "forces_ev_per_a": [[0.509, 0.094, -0.491], [-0.036, 0.075, 0.110], [0.027, -0.013, -0.007], [-0.007, -0.022, 0.022], [-0.083, -0.047, 0.093], [-0.174, 0.084, 0.069], [0.036, -0.007, 0.017], [0.012, 0.011, -0.003], [0.041, -0.017, 0.010], [0.007, -0.030, 0.006], [0.019, -0.009, 0.014], [0.026, -0.032, 0.080], [-0.064, -0.036, -0.163], [-0.095, 0.127, 0.088], [0.009, -0.043, -0.007], [0.011, 0.007, 0.013], [-0.238, -0.123, -0.026], [0.086, 0.096, 0.094], [0.038, -0.043, -0.084], [-0.032, -0.014, 0.048], [0.018, 0.043, -0.015], [0.016, -0.007, -0.008], [-0.008, -0.006, 0.005], [-0.023, -0.110, 0.032], [-0.058, 0.066, 0.246], [0.003, 0.003, -0.005], [0.000, 0.005, 0.006], [-0.006, -0.007, 0.007], [0.001, 0.017, -0.128], [-0.113, 0.037, 0.138], [-0.022, -0.002, -0.177], [0.085, -0.031, 0.005], [-0.007, 0.003, -0.007], [-0.012, -0.016, 0.007], [0.030, 0.010, 0.052], [0.020, 0.004, -0.012], [-0.022, -0.030, 0.004], [0.000, -0.010, 0.019], [-0.007, -0.004, -0.001], [-0.013, -0.004, 0.001], [-0.002, -0.017, 0.000], [0.012, 0.010, 0.011], [0.000, -0.016, -0.063], [0.014, 0.003, 0.001]],
  "lowdin_charge": [0.11, -0.20, -0.23, -0.19, -0.17, -0.20, 0.10, 0.11, 0.11, 0.11, 0.11, 0.56, -0.96, 0.58, 0.03, 0.03, 0.77, -0.59, -0.12, -0.09, -0.12, -0.68, 0.66, -0.70, 0.60, 0.10, 0.10, 0.10, -0.11, -0.31, 0.69, -0.29, -0.12, -0.32, -0.12, 0.09, 0.05, 0.07, 0.09, 0.03, 0.09, 0.09, 0.04, 0.09]
}